# 1
Density functional theory data (ωB97M-V with the def2-TZVPD basis set) for 10 unconnected molecules or ions with the total composition C18H56O10 in a non-equilibrium geometry.

Computed properties:
E (Eh): -1471.80843
Energy relative to the best compared isomer or geometry (same formula, charge and spin) (kJ/mol): 7.0
E_HOMO (eV): -9.460

CARTESIAN COORDINATES (ANGSTROEM)
C 0.42819 -2.91745 -1.92060
C -1.04782 -2.91134 -2.30385
C -1.47370 -4.09992 -3.14549
O -1.85657 -2.82277 -1.10175
H 0.71720 -2.03197 -1.35505
H 0.99062 -2.86880 -2.85655
H 0.69911 -3.79859 -1.33778
H -1.30381 -1.99161 -2.83907
H -0.85522 -4.27280 -4.02406
H -2.52535 -4.06193 -3.41917
H -1.33025 -4.96377 -2.48354
H -1.53640 -3.54426 -0.53417
C 3.94930 -0.98159 0.55396
C 4.62495 -2.32151 0.31352
C 3.66049 -3.36112 -0.28131
O 5.72115 -2.11303 -0.56926
H 4.42629 -0.48598 1.39465
H 2.86827 -1.06849 0.65874
H 4.06043 -0.34634 -0.32925
H 4.90045 -2.73109 1.29535
H 3.36924 -3.08301 -1.29584
H 2.71341 -3.30765 0.27025
H 3.99411 -4.39105 -0.15471
H 6.11613 -2.97613 -0.73877
C -1.07899 -2.06799 1.88210
C -1.20694 -3.48131 2.38225
C -2.50433 -3.65157 3.15845
O -1.12187 -4.42562 1.30588
H -0.21877 -1.93351 1.22392
H -0.96299 -1.38923 2.72496
H -1.99181 -1.75408 1.37090
H -0.40024 -3.74477 3.07825
H -2.60205 -4.67492 3.52778
H -3.40216 -3.27951 2.66199
H -2.47372 -3.01850 4.05342
H -1.51276 -5.25327 1.59944
C -0.06307 5.25432 -4.04611
C 0.23852 3.83073 -3.56441
C -0.34332 3.53454 -2.19932
O -0.32135 2.85235 -4.44368
H -1.13632 5.43678 -4.04998
H 0.29161 5.29053 -5.08253
H 0.54838 5.97088 -3.50268
H 1.33189 3.77276 -3.52168
H -1.43819 3.56075 -2.23535
H -0.09850 4.35634 -1.52103
H -0.07767 2.56236 -1.78704
H -0.15570 3.14501 -5.34738
C -4.18847 2.24370 -0.97181
C -3.39683 2.65508 0.26195
C -4.21881 3.53346 1.16387
O -2.91853 1.50772 0.95160
H -3.58468 1.69047 -1.68870
H -4.59763 3.11823 -1.48268
H -5.05004 1.64836 -0.65931
H -2.52722 3.25386 -0.05817
H -5.11832 3.02199 1.51225
H -4.49862 4.42951 0.60769
H -3.66244 3.87168 2.04057
H -2.63334 0.85842 0.28212
C 1.62548 -0.02114 3.88265
C 2.24205 1.36410 4.02443
C 3.24813 1.67486 2.93460
O 1.20239 2.34571 4.00305
H 2.33124 -0.75129 4.29226
H 1.39473 -0.22742 2.83393
H 0.68260 -0.18588 4.40747
H 2.71382 1.45785 5.00520
H 3.58258 2.70593 3.05595
H 2.92581 1.43780 1.91875
H 4.19197 1.11777 2.99915
H 0.70042 2.23838 3.16921
O -0.45447 2.48240 1.77434
H -0.58003 3.42943 1.91838
H -1.35914 2.10899 1.69179
O 1.96056 0.65978 -2.63866
H 1.70504 0.66633 -1.68452
H 1.19951 1.02444 -3.10352
O -1.60625 -0.00264 -1.06409
H -1.86219 -0.93045 -0.85447
H -1.51420 0.00848 -2.02466
O 0.87872 0.68818 -0.08213
H 0.42068 1.34536 0.46777
H 0.15563 0.08969 -0.35065

***

# 2
Density functional theory data (ωB97M-V with the def2-TZVPD basis set) for 2 unconnected molecules or ions with the total composition C5H9ClN4P in a non-equilibrium geometry.

Computed properties:
E (Eh): -1216.02306
Energy relative to the best compared isomer or geometry (same formula, charge and spin) (kJ/mol): 133.4
Total charge: +1
E_HOMO (eV): -12.789

CARTESIAN COORDINATES (ANGSTROEM)
C -0.30154 1.87102 -0.13926
C 1.15507 2.00224 -0.43176
C -1.42322 -0.10857 -0.34550
C 0.31356 4.10754 -0.20056
C 0.98453 -0.28663 -0.55955
N 1.46973 3.23228 -0.48403
N 1.88711 0.86613 -0.45028
N -0.20869 0.11119 0.04488
N 0.05257 -2.94159 1.05873
P -1.21753 3.23623 0.01415
Cl 3.45224 0.79436 -0.07059
H -2.19041 0.09936 0.40440
H -1.60955 -0.48656 -1.29599
H 0.53192 4.60899 0.66546
H 0.22322 4.81212 -0.95457
H 0.71539 -0.51129 -1.64111
H 1.43874 -1.05593 0.02603
H 0.29099 -3.93520 0.99584
H -0.96600 -2.97254 0.87542
H 0.10222 -2.56605 2.00724

***

# 3
Density functional theory data (ωB97M-V with the def2-TZVPD basis set) for a molecular structure, C23H43N7SYb in a non-equilibrium geometry.

Computed properties:
Spin multiplicity: 2
E (Eh): -2841.46836
Energy relative to the best compared isomer or geometry (same formula, charge and spin) (kJ/mol): 133.6
Total charge: +3
E_HOMO (spin up / spin down) (eV): -15.679 / -15.679

CARTESIAN COORDINATES (ANGSTROEM)
Yb 0.97809 0.03371 -0.66999
C 3.85846 -0.37171 -3.14343
C 4.12906 -0.33282 -1.66603
N 3.18323 -0.94327 -0.74989
C 3.63734 -1.05080 0.65532
C 2.51684 -0.64175 1.61020
N 2.09235 0.73000 1.27193
C 1.24252 1.36270 2.24427
C 0.43840 2.53449 1.73836
C 0.81524 3.08739 0.33180
N 0.20310 2.29410 -0.70687
C 0.58658 2.73576 -2.05826
C 1.79684 1.89477 -2.65113
N 1.40352 0.45651 -2.85784
C 2.40476 -0.36674 -3.63544
H 4.35782 -1.29618 -3.55828
H 4.34549 0.58562 -3.55202
H 4.26716 0.71764 -1.26721
H 5.12697 -0.82422 -1.51927
H 2.96934 -1.91274 -1.03552
H 4.48946 -0.41763 0.90126
H 3.86537 -2.11253 0.91474
H 2.79582 -0.72035 2.65879
H 1.65402 -1.36130 1.47013
H 2.92216 1.30050 1.10200
H 1.73873 1.63971 3.21400
H 0.44732 0.60797 2.52117
H 0.53111 3.37058 2.47723
H -0.63611 2.25695 1.72669
H 1.91297 3.12718 0.21488
H 0.47035 4.15540 0.29944
H -0.80828 2.32539 -0.59085
H 0.95270 3.78925 -2.02670
H -0.26619 2.65561 -2.75889
H 2.60723 1.90127 -1.89086
H 2.12652 2.41278 -3.54128
H 0.55959 0.49559 -3.43094
H 2.40745 -0.01658 -4.67237
H 2.07984 -1.42775 -3.66351
C -3.38369 3.86321 2.81795
C -3.48185 2.53423 1.98747
C -2.94604 1.31904 2.43059
C -3.18700 0.11784 1.76587
C -2.69751 -1.18847 2.37449
C -3.83527 0.19776 0.50690
C -4.34874 1.37424 0.01820
C -5.18322 1.45097 -1.29053
C -3.99927 2.58277 0.69178
H -2.33361 4.21344 2.87255
H -3.66965 3.63567 3.88605
H -4.07154 4.69311 2.51030
H -2.30865 1.31013 3.32999
H -3.53368 -1.66751 2.88574
H -1.88141 -1.07210 3.06331
H -2.34777 -1.91241 1.60209
H -4.09151 -0.74930 -0.01156
H -5.82431 2.34295 -1.17630
H -5.80063 0.48699 -1.31677
H -4.53108 1.49561 -2.18337
H -4.33229 3.50632 0.22708
C 0.97626 -5.47101 2.00790
C 0.32500 -5.61440 0.63187
C 0.00362 -4.37204 -0.15631
N 0.33025 -3.20135 0.26359
N -0.20766 -2.16748 -0.51564
C -0.92687 -2.62186 -1.52656
N -1.67603 -1.76589 -2.30134
S -0.98726 -4.42184 -1.62986
H 1.12842 -6.46926 2.36613
H 0.34636 -4.97589 2.74320
H 1.94548 -4.92231 1.98806
H -0.65478 -6.15270 0.57026
H 1.02836 -6.20015 0.01589
H -1.85378 -0.75821 -2.04104
H -2.19181 -2.09462 -3.11356

***

# 4
Density functional theory data (ωB97M-V with the def2-TZVPD basis set) for a molecular structure, C2H2FLiO2Sm in a non-equilibrium geometry.

Computed properties:
Spin multiplicity: 7
E (Eh): -992.65243
Energy relative to the best compared isomer or geometry (same formula, charge and spin) (kJ/mol): 0.0
Total charge: +2
E_HOMO (spin up / spin down) (eV): -17.897 / -17.921

CARTESIAN COORDINATES (ANGSTROEM)
H 0.68241 -1.11141 0.80060
O -0.28564 1.70069 0.80515
C 0.38237 0.69929 0.97210
C 0.46641 -0.35821 -0.08907
O -0.62900 -0.33996 -0.88444
Li -1.61297 1.28737 -0.58369
Sm -1.27309 -1.99116 -2.62682
F 0.82787 0.47317 2.21733
H 1.44165 -0.35979 -0.61115

***

Repeat the third record exactly.
Density functional theory data (ωB97M-V with the def2-TZVPD basis set) for a molecular structure, C23H43N7SYb in a non-equilibrium geometry.

Computed properties:
Spin multiplicity: 2
E (Eh): -2841.46836
Energy relative to the best compared isomer or geometry (same formula, charge and spin) (kJ/mol): 133.6
Total charge: +3
E_HOMO (spin up / spin down) (eV): -15.679 / -15.679

CARTESIAN COORDINATES (ANGSTROEM)
Yb 0.97809 0.03371 -0.66999
C 3.85846 -0.37171 -3.14343
C 4.12906 -0.33282 -1.66603
N 3.18323 -0.94327 -0.74989
C 3.63734 -1.05080 0.65532
C 2.51684 -0.64175 1.61020
N 2.09235 0.73000 1.27193
C 1.24252 1.36270 2.24427
C 0.43840 2.53449 1.73836
C 0.81524 3.08739 0.33180
N 0.20310 2.29410 -0.70687
C 0.58658 2.73576 -2.05826
C 1.79684 1.89477 -2.65113
N 1.40352 0.45651 -2.85784
C 2.40476 -0.36674 -3.63544
H 4.35782 -1.29618 -3.55828
H 4.34549 0.58562 -3.55202
H 4.26716 0.71764 -1.26721
H 5.12697 -0.82422 -1.51927
H 2.96934 -1.91274 -1.03552
H 4.48946 -0.41763 0.90126
H 3.86537 -2.11253 0.91474
H 2.79582 -0.72035 2.65879
H 1.65402 -1.36130 1.47013
H 2.92216 1.30050 1.10200
H 1.73873 1.63971 3.21400
H 0.44732 0.60797 2.52117
H 0.53111 3.37058 2.47723
H -0.63611 2.25695 1.72669
H 1.91297 3.12718 0.21488
H 0.47035 4.15540 0.29944
H -0.80828 2.32539 -0.59085
H 0.95270 3.78925 -2.02670
H -0.26619 2.65561 -2.75889
H 2.60723 1.90127 -1.89086
H 2.12652 2.41278 -3.54128
H 0.55959 0.49559 -3.43094
H 2.40745 -0.01658 -4.67237
H 2.07984 -1.42775 -3.66351
C -3.38369 3.86321 2.81795
C -3.48185 2.53423 1.98747
C -2.94604 1.31904 2.43059
C -3.18700 0.11784 1.76587
C -2.69751 -1.18847 2.37449
C -3.83527 0.19776 0.50690
C -4.34874 1.37424 0.01820
C -5.18322 1.45097 -1.29053
C -3.99927 2.58277 0.69178
H -2.33361 4.21344 2.87255
H -3.66965 3.63567 3.88605
H -4.07154 4.69311 2.51030
H -2.30865 1.31013 3.32999
H -3.53368 -1.66751 2.88574
H -1.88141 -1.07210 3.06331
H -2.34777 -1.91241 1.60209
H -4.09151 -0.74930 -0.01156
H -5.82431 2.34295 -1.17630
H -5.80063 0.48699 -1.31677
H -4.53108 1.49561 -2.18337
H -4.33229 3.50632 0.22708
C 0.97626 -5.47101 2.00790
C 0.32500 -5.61440 0.63187
C 0.00362 -4.37204 -0.15631
N 0.33025 -3.20135 0.26359
N -0.20766 -2.16748 -0.51564
C -0.92687 -2.62186 -1.52656
N -1.67603 -1.76589 -2.30134
S -0.98726 -4.42184 -1.62986
H 1.12842 -6.46926 2.36613
H 0.34636 -4.97589 2.74320
H 1.94548 -4.92231 1.98806
H -0.65478 -6.15270 0.57026
H 1.02836 -6.20015 0.01589
H -1.85378 -0.75821 -2.04104
H -2.19181 -2.09462 -3.11356

***

The lowest E belongs to which entry? C23H43N7SYb

***

Among the records above, which one has the lowest E? C23H43N7SYb